Entry 1:
Molecular formula: C2H18NO5
Method: DFT, the ωB97M-V functional and the def2-TZVPD basis

Atoms and positions in Å:
H (0.3535, 1.5003, 1.8246)
H (-3.7472, -0.9259, 1.0316)
H (-0.1300, -3.3173, 0.2753)
H (-1.3322, 0.2336, 0.7826)
H (-3.6921, 0.8966, 0.8864)
O (2.9210, -0.6528, -1.2363)
N (-2.0476, 0.1301, -0.0834)
H (1.1075, 0.0631, 1.1945)
H (-1.7711, 2.2660, -0.2931)
C (-3.4916, -0.0571, 0.3488)
H (0.4320, -2.2912, 1.0469)
O (0.1905, 0.8646, 1.1394)
O (-0.4359, -2.4729, 0.6367)
H (-1.1069, 1.3393, -1.6245)
H (-2.8514, 1.6892, -1.4219)
H (2.4270, -1.5796, 1.6945)
H (1.5363, 2.3827, -1.7755)
H (1.3131, 1.5414, -0.4877)
O (2.0651, 1.9921, -1.0408)
H (3.1443, 0.3528, -1.2920)
H (2.4761, -0.9636, 0.3701)
O (1.7932, -1.0513, 1.1456)
H (-4.0663, -0.3065, -0.5335)
C (-1.9492, 1.4372, -0.9322)
H (-1.7834, -0.6605, -0.6876)
H (2.3982, -0.8501, -2.0633)

Its energy above the lowest of the compared OMol25 structures with the same formula, charge and spin is 188.34 kJ/mol. The LUMO energy is -2.89 eV. The calculation puts the HOMO-LUMO gap at 11.7477 eV. As for the charge: +1. As for the spin multiplicity: 1. Its maximum force is 3.95 eV/Å.

=====

Entry 2:
Molecular formula: C5H13AgF6N5O11S2
Method: DFT, the ωB97M-V functional and the def2-TZVPD basis

Atoms and positions in Å:
H (-2.4978, 2.2833, -3.6837)
H (1.3729, 2.9975, -2.0672)
F (0.3837, -3.9407, 1.5107)
F (4.4162, 1.2269, -1.1936)
F (2.2659, -3.3825, 2.4060)
N (1.9442, -0.6777, -0.1337)
O (-1.7212, 1.6700, -1.3827)
C (-2.7093, 2.3481, -1.7412)
O (-3.4068, 2.8914, -0.8831)
C (4.6958, 0.3649, -0.2665)
N (-2.6008, -2.8622, -0.0569)
O (3.7371, -0.9862, 1.9369)
F (0.5591, -1.9426, 2.1871)
H (2.1194, 3.0394, -0.7508)
C (-2.2947, -1.6306, -0.3684)
C (1.2400, -2.9242, 1.6846)
N (-1.3027, 1.4598, 3.3469)
N (-3.2634, -0.7600, -0.2980)
O (3.3863, -2.8720, 0.0056)
Ag (0.3296, 0.5281, -0.8861)
H (-2.1208, 1.5267, 3.9355)
C (-1.2564, 1.5118, 2.0329)
O (1.0834, -2.9443, -1.0018)
O (-0.3644, 1.2374, 1.2664)
O (0.3884, 0.0824, -3.2406)
N (-2.4820, 1.6319, 1.6667)
O (2.9374, 1.1996, 1.4622)
H (-0.4591, 1.8246, 3.7657)
O (-3.0198, 2.6062, -2.9456)
H (-3.5443, -3.1847, 0.1037)
O (1.5443, 2.4844, -1.2775)
S (2.0238, -2.3455, -0.0541)
S (3.2845, -0.1027, 0.8976)
H (0.7165, -0.6690, -3.7346)
H (-2.9173, 0.1885, -0.3262)
H (-1.8396, -3.4891, 0.1613)
F (5.1238, -0.7411, -0.9008)
H (-4.2170, -1.0836, -0.2209)
F (5.7391, 0.9295, 0.3751)
H (-3.1847, 1.4149, 2.3590)
H (-2.6435, 1.8822, 0.7017)
O (-1.1747, -1.2668, -0.5800)
H (-0.2713, 0.4757, -3.8120)

The LUMO energy (spin up / spin down) is -3.52 / -8.21 eV. The calculation puts the HOMO-LUMO gap (spin up / spin down) at 9.6087 / 4.9046 eV. As for the charge: +1. As for the spin multiplicity: 3. Its maximum force is 5.63 eV/Å.

=====

Entry 3:
Molecular formula: CH3NO3P
Method: DFT, the ωB97M-V functional and the def2-TZVPD basis

Atoms and positions in Å:
O (2.0310, -0.5351, -0.2623)
O (-0.3071, -1.2422, -0.9954)
C (-0.0761, 0.4305, 1.0462)
H (-1.1641, 0.1580, 1.0319)
O (-0.8421, 0.7242, -1.8952)
N (-0.6922, -0.4916, -2.0303)
P (0.8668, -1.0287, 0.4625)
H (-0.0950, 1.4736, 0.5964)
H (0.2790, 0.5114, 2.0461)

As for the SMILES: CP([O-])ON=O. Its energy above the lowest of the compared OMol25 structures with the same formula, charge and spin is 435.26 kJ/mol. The LUMO energy is 4.58 eV. The calculation puts the HOMO-LUMO gap at 8.1830 eV. As for the charge: -1. As for the spin multiplicity: 1. Its maximum force is 3.17 eV/Å.

=====

Entry 4:
Molecular formula: C17H40NP3SSc
Method: DFT, the ωB97M-V functional and the def2-TZVPD basis

Atoms and positions in Å:
H (-1.2822, -5.0095, 1.1617)
H (1.3898, 0.7929, 4.0946)
H (-0.6440, -2.1850, 3.5995)
C (1.8404, 4.5098, -2.9473)
H (-1.8977, -0.7299, 3.9015)
C (1.1476, -3.0619, 1.3953)
H (1.7209, -2.4016, -1.8607)
H (1.8756, 1.0118, -2.3437)
H (-3.2471, -0.2302, 1.0910)
P (-0.4926, 0.7779, 2.4922)
H (-1.3034, 3.0200, 2.2168)
H (4.0239, 1.6256, -1.1485)
H (-1.2171, -3.8371, 3.2717)
H (-2.4822, 0.9271, 3.9388)
C (-1.3261, -4.1587, 0.4638)
H (1.6411, -3.0419, 0.4199)
H (1.6433, -2.3325, 2.0407)
C (-1.9366, -2.9598, -2.6964)
H (0.4686, 3.0458, 2.3912)
H (0.6812, -3.8206, -1.6251)
C (-1.5690, 0.3140, 3.9283)
C (0.6327, 2.4559, -1.2074)
C (0.8409, -2.9324, -2.2439)
H (-0.0771, 5.0535, -2.2689)
P (-0.5973, -1.7930, -2.1927)
H (-2.1583, -3.7245, -1.9426)
H (-2.2866, -2.4541, 2.9477)
H (-3.2489, -1.0947, -0.2899)
C (-1.2439, -2.7958, 2.9138)
H (-2.3772, -3.9925, 0.2097)
C (1.7831, 1.5254, -1.3647)
C (0.5171, 4.4643, -2.9411)
C (0.6830, 3.4726, -0.2514)
H (1.9079, 0.5295, 2.4172)
Sc (-0.7785, 0.2022, -0.2285)
H (-1.0465, 0.4664, 4.8848)
C (1.8339, 3.7545, 0.4210)
P (-0.6320, -2.6026, 1.1779)
C (-0.4584, 2.5903, 2.7709)
H (-0.5709, 2.7980, 3.8435)
H (3.9512, 3.5447, 0.4938)
H (0.0279, 3.9727, -3.7886)
H (0.0580, -1.6404, -4.5319)
S (-0.7892, 2.1466, -2.0883)
H (-0.2561, 3.9895, -0.0619)
H (-2.8541, -2.3844, -2.8589)
H (1.8528, 4.5976, 1.1348)
H (1.1896, -0.8080, 3.3403)
C (1.1483, 0.2707, 3.1612)
N (-2.9395, -0.2107, 0.1171)
C (-0.3671, -0.9522, -3.8032)
H (1.0622, -3.2594, -3.2673)
H (0.9584, 0.3890, -1.0970)
H (0.3137, -0.1062, -3.6459)
H (-0.7937, -4.4432, -0.4468)
C (3.0487, 2.0694, -0.8634)
H (-1.6852, -3.4730, -3.6330)
H (-3.5066, 0.5225, -0.3318)
H (1.2604, -4.0616, 1.8343)
H (2.4487, 5.0388, -2.1937)
C (3.0409, 3.1004, 0.0377)
H (2.3909, 4.0722, -3.7788)
H (-1.3175, -0.5543, -4.1691)

Its energy above the lowest of the compared OMol25 structures with the same formula, charge and spin is 36.53 kJ/mol. The LUMO energy (spin up / spin down) is -11.88 / -11.88 eV. The calculation puts the HOMO-LUMO gap (spin up / spin down) at 5.9289 / 5.9277 eV. As for the charge: +3. As for the spin multiplicity: 1. Its maximum force is 3.57 eV/Å.

=====

Entry 5:
Molecular formula: C3H11NO4
Method: DFT, the ωB97M-V functional and the def2-TZVPD basis

Atoms and positions in Å:
H (0.2390, -0.7229, 1.4446)
H (-1.3518, -1.1112, 1.5512)
C (-0.3847, -1.9204, -0.4256)
O (-2.1137, 0.8538, -0.2327)
H (4.0439, -0.6893, -0.4532)
C (-1.0039, 0.3995, -0.1099)
H (-3.2085, 2.4036, -0.0511)
C (-0.6657, -0.8403, 0.6339)
H (0.1055, 1.7577, -1.2494)
H (1.0693, 0.6394, -0.0570)
H (-1.0635, -2.8351, -0.1893)
O (0.8230, -2.5602, -0.0173)
O (-3.2413, 3.0346, 0.6708)
H (4.0560, 0.7400, 0.0453)
N (0.1969, 1.0192, -0.4625)
O (3.5437, -0.0742, 0.0121)
H (-2.4741, 3.5564, 0.5199)
H (-0.2746, -1.6190, -1.4227)
H (1.7045, -2.0317, -0.2070)

As for the SMILES: NC(=O)CCO.O.O. Its energy above the lowest of the compared OMol25 structures with the same formula, charge and spin is 296.44 kJ/mol. The LUMO energy is 0.14 eV. The calculation puts the HOMO-LUMO gap at 9.9755 eV. As for the spin multiplicity: 1. Its maximum force is 5.30 eV/Å.

=====

Entry 6:
Molecular formula: C6H19IrN7
Method: DFT, the ωB97M-V functional and the def2-TZVPD basis

Atoms and positions in Å:
N (0.7332, 1.7898, -0.1306)
N (-1.4817, 1.5637, -0.9140)
H (2.7236, -2.7337, 2.1259)
H (-1.1498, -1.5546, -0.1487)
N (-3.0804, -0.1378, -0.8889)
C (-4.1232, 0.7341, -0.4777)
H (4.7108, -0.5925, 1.0688)
H (-3.8562, 1.3110, 0.4160)
N (2.2536, -0.6948, 2.3590)
N (-0.8271, -0.6032, -0.3282)
N (3.2556, -1.3742, -0.2332)
H (-3.9153, -2.0753, -0.7654)
C (3.2330, -1.7596, 2.1830)
H (1.4932, 2.4660, -0.0061)
C (-0.3262, 2.3146, -0.7096)
C (-3.4216, -1.3745, -1.4700)
H (-1.1413, 4.0107, -1.6010)
H (-4.2424, -1.2308, -2.1989)
H (3.8090, -1.0015, -1.0122)
H (-5.0558, 0.1798, -0.2930)
H (-4.4238, 1.4666, -1.2525)
N (-0.3711, 3.5725, -1.1041)
C (-1.7341, 0.2419, -0.6953)
H (3.8820, -1.8343, 3.0770)
H (2.8934, -2.2891, -0.5363)
H (4.8353, -2.3174, 0.8449)
H (2.7258, 0.1750, 2.6389)
H (-2.2455, 2.0948, -1.3315)
C (4.0951, -1.4979, 0.9518)
H (1.5828, -0.9392, 3.0973)
Ir (1.3415, -0.2192, 0.2501)
H (0.4169, 4.2016, -0.9634)
H (-2.5900, -1.8924, -1.9523)

Its energy above the lowest of the compared OMol25 structures with the same formula, charge and spin is 134.91 kJ/mol. The LUMO energy (spin up / spin down) is -17.01 / -17.73 eV. The calculation puts the HOMO-LUMO gap (spin up / spin down) at 7.5128 / 6.7869 eV. As for the charge: +4. As for the spin multiplicity: 2. Its maximum force is 2.99 eV/Å.